# 1
52
Properties=species:S:1:pos:R:3:forces:R:3 method="wB97M-V/def2-TZVPD" gap_ha="0.241 / 0.209" relative_energy_kcal_mol=125.5 homo_ev="-4.43 / -4.43" lumo_ev="2.131 / 1.263" energy_ev=-77419.8844 total_charge=-1 spin_multiplicity=2
Ir 0.010520 2.247397 -0.538331 -3.24 -2.77 -3.40
C 0.234537 2.393150 3.051730 0.07 0.26 -0.45
C 0.130099 1.257718 2.096047 -0.32 -0.18 -0.55
N -0.825214 1.218735 1.167307 0.63 2.31 0.80
N -1.321904 0.005716 0.926919 -0.57 -2.06 -0.19
C -1.841502 -0.342690 -0.188145 0.27 0.02 0.90
S -1.873969 0.540049 -1.637598 1.85 1.80 0.43
S -2.571215 -1.976777 -0.182181 0.10 -0.17 0.01
C -1.015465 -2.958954 -0.390487 -0.35 0.40 -0.19
C -1.100694 -4.213174 0.410135 -0.05 -0.13 -0.02
C -1.652143 -5.365015 -0.140204 0.05 0.10 0.01
C -1.773187 -6.517506 0.613971 -0.07 -0.14 -0.01
C -1.347804 -6.533430 1.930692 -0.03 -0.13 0.03
C -0.787987 -5.394236 2.485593 0.03 0.02 0.05
C -0.665485 -4.240232 1.731203 0.02 0.02 0.00
C 1.052958 0.148280 2.128463 0.00 -0.28 -0.21
C 1.381753 -0.537465 3.293261 -0.02 -0.08 -0.02
C 2.172018 -1.664588 3.258429 0.03 -0.07 0.44
C 2.687992 -2.102072 2.038358 -0.09 0.05 0.05
C 2.413090 -1.430878 0.876177 0.00 0.01 -0.21
C 1.587715 -0.273712 0.854439 -0.09 0.07 0.99
O 1.393071 0.361025 -0.230121 -0.84 1.44 -0.91
H -0.729898 2.873550 3.181625 -0.11 0.03 0.02
H 0.922853 3.141332 2.660722 0.07 0.03 0.09
H 0.618920 2.036360 4.003559 0.01 -0.13 0.10
H -0.206712 -2.320653 -0.042419 0.06 0.02 -0.03
H -0.907347 -3.160618 -1.456550 0.15 -0.03 0.08
H -1.992502 -5.355770 -1.166044 -0.02 0.04 -0.12
H -2.202722 -7.405391 0.170951 -0.04 -0.07 -0.01
H -1.456580 -7.432653 2.520288 0.03 -0.07 0.06
H -0.446806 -5.410396 3.511319 0.03 0.05 0.06
H -0.228717 -3.350324 2.162685 0.03 0.13 0.03
H 0.932258 -0.218671 4.225116 0.04 0.03 0.09
H 2.368026 -2.213770 4.167981 0.06 -0.05 0.06
H 3.306402 -2.989539 2.012981 0.05 -0.06 -0.05
H 2.814104 -1.777252 -0.064032 0.04 0.02 -0.16
C 0.399116 3.635607 -5.156899 -0.13 -0.01 -0.10
C -0.050069 3.377958 -3.746423 0.72 -1.12 -0.12
S 0.577964 1.940428 -3.079007 -0.24 1.38 1.43
C -0.910663 4.249923 -3.119728 -0.35 0.14 0.79
C -1.392188 5.482511 -3.834724 -0.06 -0.09 0.04
S -1.510255 4.073240 -1.527428 1.47 -1.29 0.83
H 0.989850 2.793510 -5.504276 0.05 0.02 -0.11
H 1.014396 4.533721 -5.206129 0.05 0.10 -0.03
H -0.451618 3.767007 -5.823442 -0.04 0.04 -0.16
H -1.598367 5.287971 -4.886154 -0.03 0.04 -0.03
H -0.634317 6.265357 -3.772251 0.06 0.05 -0.04
H -2.294333 5.856420 -3.359324 -0.08 0.08 0.01
O 1.842913 3.814999 -1.170077 0.55 0.19 -0.27
C 1.701989 4.428849 -0.108679 0.95 0.96 -0.27
O 0.892161 4.126476 0.784897 -0.46 -0.64 0.25
H 2.344959 5.328478 0.065804 -0.25 -0.27 -0.02


# 2
15
Properties=species:S:1:pos:R:3:forces:R:3 method="wB97M-V/def2-TZVPD" gap_ha=0.347 relative_energy_kcal_mol=13.4 homo_ev=-8.49 lumo_ev=0.957 energy_ev=-8294.4169
C -0.753238 -0.674642 2.071033 0.58 -1.05 0.08
C 0.255288 0.263810 1.368826 -1.48 -1.49 -1.64
C 0.279486 0.112775 -0.137580 -0.55 1.29 0.09
C -0.539478 0.755432 -1.049319 0.43 -0.74 -0.99
N 0.058963 0.541947 -2.272405 1.10 -0.50 0.18
C 1.227475 -0.151013 -2.058863 -1.59 -0.69 0.19
N 1.331357 -0.453239 -0.793044 0.83 0.13 0.30
H -1.819605 -0.522687 1.912347 0.03 1.05 0.39
H -0.741194 -1.738259 1.780824 0.91 0.26 -0.30
H -0.401630 -0.678306 3.102758 -0.92 0.06 0.36
H 1.253570 -0.026072 1.683722 0.07 0.68 0.39
H -0.092794 1.283368 1.513913 0.70 0.16 0.68
H -1.481433 1.266457 -1.130198 -0.11 0.14 0.88
H -0.381583 0.647645 -3.158217 -0.12 0.32 -0.43
H 1.804817 -0.627215 -2.833795 0.12 0.39 -0.18


# 3
59
Properties=species:S:1:pos:R:3:forces:R:3 method="wB97M-V/def2-TZVPD" gap_ha=0.303 relative_energy_kcal_mol=3.7 homo_ev=-7.66 lumo_ev=0.596 energy_ev=-41620.7291
O 2.439521 3.199439 1.596998 0.05 0.04 0.14
C 1.653893 3.445750 0.697302 0.19 0.04 -0.14
N 1.814553 4.355470 -0.266883 -0.24 0.03 -0.33
C 2.936828 5.263538 -0.343491 0.15 0.03 0.18
C 2.546881 6.646147 0.108653 0.03 0.11 0.01
C 2.165500 6.873929 1.427249 0.01 0.15 -0.12
C 1.789591 8.150135 1.807537 0.03 -0.13 -0.06
C 1.808992 9.153686 0.849003 -0.06 0.04 0.23
N 2.169305 8.948723 -0.405206 -0.05 0.48 -0.30
C 2.524918 7.728229 -0.763208 0.11 -0.43 0.10
C 0.335970 2.680652 0.547067 -0.18 -0.11 0.16
O -0.453559 2.930627 -0.347629 -0.05 0.03 -0.12
N 0.185619 1.761307 1.504630 0.30 0.01 0.26
C -0.898436 0.819790 1.560162 -0.05 -0.24 -0.11
C -0.412811 -0.629258 1.329658 -0.01 0.15 -0.05
C 0.340543 -0.727751 0.034652 -0.37 0.62 -0.24
C 0.183728 -0.116635 -1.175894 0.02 -0.23 0.62
C 1.210113 -0.622913 -2.011365 0.32 -0.40 0.14
C 1.914479 -1.501326 -1.250897 -0.01 0.22 -0.77
O 1.399674 -1.570690 -0.011094 0.02 -0.13 0.39
N -1.556034 -1.516606 1.488004 0.06 0.03 0.20
C -2.435682 -1.686421 0.351022 -0.04 -0.11 -0.23
C -2.020039 -2.802429 -0.625811 -0.06 0.17 0.04
N -1.817679 -4.034319 0.105319 -0.21 0.41 0.29
C -1.932993 -5.254431 -0.543412 -0.09 -0.41 -0.27
C -2.036262 -5.358288 -1.934770 0.10 0.19 0.25
C -2.220263 -6.582656 -2.548997 -0.06 -0.45 0.07
C -2.294160 -7.722788 -1.774251 0.01 0.14 -0.05
F -2.468363 -8.925413 -2.373286 0.01 0.08 0.05
C -2.195062 -7.659678 -0.396192 0.02 -0.13 -0.25
C -2.021303 -6.433179 0.209093 0.07 0.11 -0.08
C -0.831676 -3.868354 1.155800 0.02 0.09 0.26
C -1.320361 -2.792194 2.130024 0.17 -0.24 -0.04
H 1.039954 4.459312 -0.911693 0.03 -0.09 0.12
H 3.708011 4.856684 0.318470 -0.03 0.05 -0.20
H 3.313023 5.288945 -1.369864 0.02 -0.03 0.12
H 2.169116 6.058513 2.136546 0.00 -0.09 0.09
H 1.490239 8.362530 2.822061 -0.03 0.04 0.08
H 1.524625 10.168629 1.093007 -0.04 0.06 0.12
H 2.812507 7.611563 -1.800906 0.05 -0.13 -0.10
H 0.959595 1.674674 2.153573 -0.04 0.12 -0.13
H -1.392558 0.865589 2.534343 0.00 -0.05 -0.14
H -1.611873 1.111896 0.788276 -0.04 -0.05 0.08
H 0.295622 -0.878065 2.129412 -0.06 0.03 -0.06
H -0.551988 0.612703 -1.444780 -0.19 0.21 0.05
H 1.391639 -0.364039 -3.034105 0.11 0.01 -0.22
H 2.766947 -2.115743 -1.462032 0.12 -0.11 0.07
H -2.510120 -0.745187 -0.192379 -0.08 0.03 -0.04
H -3.423915 -1.936551 0.751593 -0.02 0.03 -0.13
H -2.833984 -2.939516 -1.339096 0.04 0.02 -0.02
H -1.114472 -2.505456 -1.176534 -0.07 -0.04 -0.05
H -1.956102 -4.480648 -2.555692 0.01 0.10 -0.03
H -2.295280 -6.656893 -3.622556 -0.01 -0.03 -0.10
H -2.265030 -8.563210 0.188805 -0.02 -0.10 0.04
H -1.974628 -6.387852 1.285930 -0.03 0.02 0.10
H -0.681973 -4.807569 1.684743 0.00 0.03 -0.01
H 0.134896 -3.560407 0.726510 -0.01 -0.09 0.05
H -0.602763 -2.664799 2.942043 -0.01 0.01 0.02
H -2.275448 -3.116200 2.557411 0.08 -0.11 0.04